(1)
78
Properties=species:S:1:pos:R:3:mulliken_charge:R:1 method="wB97M-V/def2-TZVPD" e_homo_ev=-4.946 e_above_lowest_ev=3.638 homo_lumo_gap_ev=7.23 fmax_ev_per_a=3.772 total_energy_ev=-101563.8293 total_charge=-1
C 2.935 -2.274 -1.344 -1.373
C 2.558 -1.562 -2.597 1.210
H 2.220 -3.078 -1.125 0.300
H 2.969 -1.594 -0.490 0.232
H 3.922 -2.757 -1.451 0.309
C 2.229 -2.241 -3.720 -0.596
C 2.176 -3.712 -3.858 -1.462
H 2.053 -1.673 -4.622 0.492
H 1.521 -4.200 -3.128 0.219
H 3.174 -4.149 -3.755 0.293
H 1.801 -3.955 -4.856 0.390
Ca 2.831 1.741 0.046 0.917
Cl 2.520 4.117 -0.955 -0.781
Cl 4.377 0.553 1.748 -0.835
C 0.787 3.751 1.616 -0.084
O 0.834 2.518 1.393 -0.308
N -0.301 4.534 1.572 0.144
C -1.639 3.982 1.422 -0.705
C -0.123 5.971 1.377 -0.882
H 1.713 4.310 1.844 0.373
H -1.847 3.262 2.229 0.218
H -1.776 3.474 0.458 0.159
H -2.322 4.841 1.480 0.359
H 0.684 6.325 2.025 0.299
H -1.065 6.480 1.612 0.302
H 0.167 6.199 0.339 0.323
H -0.292 -5.556 2.379 0.309
H -2.003 -5.164 -0.257 0.312
C -1.346 -5.890 2.326 -0.986
C -2.805 -5.031 0.482 -0.946
N -2.222 -4.862 1.796 0.220
H -1.659 -6.152 3.351 0.346
C -2.486 -3.764 2.542 0.077
O -2.931 -2.697 2.115 -0.576
H -3.460 -4.195 0.240 0.269
H -2.238 -3.939 3.617 0.245
H -1.403 -6.775 1.696 0.354
H -3.406 -5.954 0.477 0.381
O 3.122 0.579 -1.579 -0.684
C 2.859 -0.057 -2.756 0.030
C 0.751 0.286 -4.286 0.029
C 1.914 0.759 -3.660 0.657
H 0.353 -0.702 -4.025 0.272
C 0.102 1.057 -5.269 -0.725
H 3.799 -0.055 -3.333 0.209
C 2.295 2.091 -3.881 -0.613
H -0.755 0.642 -5.803 0.357
C 0.565 2.344 -5.558 -0.438
C 1.646 2.869 -4.843 -0.654
H 3.090 2.527 -3.270 0.316
H 0.072 2.930 -6.335 0.352
H 1.992 3.893 -5.015 0.373
Si -1.681 -0.541 -0.740 0.756
Cl -0.443 -2.060 -0.474 -0.237
C -2.499 -1.024 -2.364 -1.244
C -0.932 1.148 -1.327 -0.243
C -1.942 0.082 1.028 -0.614
H -2.675 -0.152 -2.972 0.362
H -3.438 -1.600 -2.349 0.354
H -1.761 -1.651 -2.865 0.275
H -1.020 -0.160 1.590 0.105
H -2.795 -0.304 1.602 0.499
H -2.024 1.176 1.057 -0.099
H -0.587 1.050 -2.362 -0.275
H -0.150 1.561 -0.675 -0.028
H -1.730 1.904 -1.341 0.363
C 1.243 1.886 5.409 -0.964
C 0.057 1.048 5.153 0.385
N -0.185 0.243 4.130 -0.345
C -1.417 -0.350 4.371 0.230
C -1.919 0.109 5.573 -0.778
N -0.981 0.991 6.047 -0.042
H 0.952 2.815 5.917 0.344
H 1.952 1.342 6.052 0.304
H 1.731 2.119 4.456 0.122
H -1.868 -1.045 3.675 0.152
H -2.841 -0.136 6.067 0.423
H -0.998 1.499 6.934 0.198

=====

(2)
84
Properties=species:S:1:pos:R:3:mulliken_charge:R:1 method="wB97M-V/def2-TZVPD" e_homo_ev=-9.620 homo_lumo_gap_ev=10.04 fmax_ev_per_a=4.648 total_energy_ev=-250974.4047 smiles=c1ccccc1.ClCCCl.ClCCCl.ClCCCl.ClCCCl.ClCCCl.ClCCCl.ClCCCl.ClCCCl.ClCCCl total_charge=0
C 3.418 -2.441 1.475 -0.197
C 3.984 -2.063 0.236 -0.606
C 4.756 -0.887 0.153 -0.157
C 5.031 -0.110 1.303 -0.489
C 4.553 -0.535 2.581 -0.567
C 3.878 -1.803 2.592 -0.539
H 2.731 -3.252 1.620 0.486
H 3.707 -2.626 -0.634 0.419
H 5.180 -0.568 -0.826 0.347
H 5.528 0.829 1.201 0.526
H 4.825 -0.180 3.560 0.473
H 3.561 -2.234 3.536 0.316
Cl 3.250 4.841 1.503 -0.163
C 3.152 3.101 1.707 0.492
C 2.725 2.705 3.107 -0.458
Cl 1.228 3.521 3.755 -0.195
H 4.186 2.734 1.565 0.096
H 2.464 2.751 0.933 -0.430
H 3.527 3.063 3.773 0.467
H 2.585 1.661 3.371 0.142
Cl -1.649 -5.214 -2.806 -0.211
C -3.072 -4.489 -1.938 -0.063
C -3.348 -3.116 -2.515 0.070
Cl -4.804 -2.464 -1.669 -0.219
H -2.864 -4.478 -0.894 -0.167
H -3.928 -5.122 -2.119 0.384
H -3.539 -3.157 -3.564 0.366
H -2.468 -2.535 -2.229 -0.179
Cl -3.167 3.124 -3.862 -0.203
C -3.901 2.428 -2.355 0.010
C -3.706 0.915 -2.410 -0.869
Cl -1.993 0.484 -2.202 0.146
H -4.867 2.711 -2.173 0.486
H -3.236 2.804 -1.513 -0.259
H -4.103 0.446 -3.297 0.395
H -4.301 0.453 -1.645 0.270
Cl -0.859 4.365 -1.241 -0.151
C -0.452 4.412 0.508 0.223
C -1.685 4.520 1.322 -0.667
Cl -2.628 2.988 1.422 -0.168
H 0.258 5.186 0.719 0.376
H 0.054 3.438 0.719 -0.312
H -2.452 5.209 1.033 0.397
H -1.399 4.717 2.349 0.326
Cl 4.745 5.077 -1.890 -0.187
C 3.069 4.594 -2.224 0.353
C 2.983 3.886 -3.517 -0.575
Cl 3.961 2.408 -3.666 -0.187
H 2.468 5.474 -2.212 0.295
H 2.686 3.988 -1.431 -0.409
H 3.295 4.494 -4.330 0.434
H 1.981 3.561 -3.654 0.265
Cl -1.032 -4.874 5.704 -0.234
C -1.131 -3.035 5.781 -0.396
C -0.235 -2.465 4.741 0.072
Cl -0.128 -0.689 4.853 -0.188
H -0.875 -2.717 6.818 0.362
H -2.110 -2.789 5.522 0.277
H -0.634 -2.713 3.794 -0.187
H 0.815 -2.755 4.727 0.321
Cl -0.196 -2.030 -4.239 -0.144
C 0.134 -0.558 -5.249 -0.452
C -1.134 -0.280 -6.021 -0.198
Cl -0.829 1.207 -6.921 -0.218
H 1.007 -0.683 -5.850 0.449
H 0.382 0.267 -4.609 0.136
H -2.069 -0.114 -5.453 0.090
H -1.284 -0.994 -6.845 0.334
Cl -4.161 -2.355 3.153 -0.176
C -4.213 -3.986 2.477 -0.427
C -2.828 -4.580 2.359 0.202
Cl -2.913 -6.155 1.472 -0.209
H -4.698 -3.940 1.531 0.327
H -4.914 -4.496 3.144 0.319
H -2.420 -4.680 3.372 -0.032
H -2.114 -4.023 1.753 0.010
Cl -1.360 -0.984 1.212 -0.007
C -0.165 0.227 0.697 0.159
C 0.728 -0.298 -0.401 -0.096
Cl 1.690 0.991 -1.184 0.055
H 0.377 0.574 1.604 0.099
H -0.624 1.042 0.155 -0.112
H 0.125 -0.676 -1.183 -0.195
H 1.462 -1.052 -0.137 0.121

=====

(3)
78
Properties=species:S:1:pos:R:3:mulliken_spin:R:1 method="wB97M-V/def2-TZVPD" e_homo_ev="-4.389 / -4.389" e_above_lowest_ev=2.912 homo_lumo_gap_ev="6.72 / 6.65" fmax_ev_per_a=2.955 total_energy_ev=-120747.9463 spin_multiplicity=4 total_charge=-1
C -2.120 2.313 3.464 0.000
C -2.084 1.619 2.142 0.001
H -3.136 2.700 3.635 0.000
H -1.427 3.166 3.547 0.000
H -1.919 1.576 4.258 0.000
C -3.127 1.750 1.300 -0.001
C -4.297 2.673 1.521 0.000
H -3.242 1.118 0.418 0.000
H -3.968 3.716 1.682 0.000
H -4.922 2.403 2.391 0.000
H -4.980 2.680 0.656 0.000
Co 1.097 -3.890 1.921 2.694
Cl -0.509 -4.651 0.837 0.121
Cl 2.665 2.501 0.575 0.000
C 0.177 -2.569 -2.512 0.003
O 0.911 -1.643 -2.889 0.000
N -0.690 -3.216 -3.323 -0.002
C -0.800 -2.851 -4.727 0.000
C -1.461 -4.371 -2.882 -0.002
H 0.149 -2.930 -1.461 0.001
H -0.154 -1.989 -4.919 0.000
H -1.845 -2.624 -4.981 0.000
H -0.495 -3.702 -5.348 0.000
H -1.285 -4.559 -1.814 0.002
H -1.166 -5.255 -3.466 0.000
H -2.536 -4.211 -3.057 0.000
H -0.383 3.592 0.260 0.000
H -2.469 2.549 -1.202 0.000
C -0.212 4.022 -0.747 0.000
C -1.891 2.823 -2.104 0.000
N -0.490 2.998 -1.742 0.000
H 0.834 4.345 -0.829 0.000
C 0.524 2.413 -2.468 0.000
O 1.695 2.792 -2.486 0.000
H -1.980 2.036 -2.863 0.000
H 0.145 1.528 -3.033 0.000
H -0.906 4.868 -0.900 0.000
H -2.301 3.766 -2.510 0.000
O 0.345 1.234 1.627 0.001
C -0.891 0.607 1.836 -0.001
C -1.041 -0.024 -0.650 -0.003
C -1.356 -0.360 0.669 0.023
H -0.178 0.640 -0.794 -0.001
C -1.848 -0.480 -1.695 0.000
H -0.937 -0.005 2.769 0.001
C -2.227 -1.435 0.890 -0.016
H -1.658 -0.088 -2.698 0.000
C -2.892 -1.388 -1.442 0.001
C -3.014 -1.931 -0.152 -0.006
H -2.255 -1.872 1.888 0.004
H -3.583 -1.682 -2.230 0.000
H -3.742 -2.718 0.072 -0.002
Si 2.357 1.586 2.435 -0.002
Cl 1.181 -3.109 3.815 0.144
C 3.367 3.045 3.371 0.000
C 3.586 0.171 2.610 0.004
C 1.012 1.567 3.751 0.000
H 2.702 3.899 3.511 0.000
H 4.229 3.432 2.808 0.000
H 3.766 2.774 4.360 0.000
H 0.394 2.453 3.579 0.000
H 1.481 1.700 4.750 0.000
H 0.420 0.651 3.776 0.001
H 4.221 0.040 1.718 0.000
H 3.134 -0.797 2.836 0.000
H 4.254 0.419 3.447 0.000
C 4.112 -2.428 -2.451 0.000
N 3.363 -2.288 -1.215 0.003
C 2.729 -1.113 -0.829 -0.016
C 1.945 -1.408 0.244 -0.022
N 2.098 -2.761 0.538 0.018
C 2.982 -3.264 -0.343 0.015
H 4.814 -1.593 -2.577 0.000
H 4.654 -3.377 -2.417 0.000
H 3.413 -2.407 -3.306 0.000
H 2.887 -0.176 -1.334 -0.001
H 1.380 -0.723 0.859 0.033
H 3.392 -4.276 -0.368 0.002